[1]
# C19H25AlBeBr4ClCsFO11

A structure of composition C19H25AlBeBr4ClCsFO11 in a non-equilibrium geometry (ωB97M-V/def2-TZVPD, the Open Molecules 2025 dataset).

Properties
LUMO level: -7.3 eV
M: 972.364 Da
charge: +1
largest force on an atom: 4.244 eV/Å
Kohn-Sham gap: 1.5 eV
spin multiplicity: 1

Last column: Löwdin charge in e.
Cartesian coordinates (Å):
C 0.544825 4.129771 -0.233336  -0.075
C 1.444474 4.084025 0.842682  -0.100
O 1.101209 4.291898 2.196854  0.077
C 1.143140 3.098146 2.873208  -0.448
O 0.167160 2.480471 3.121764  0.206
O 2.408712 2.544676 3.229818  0.064
O 2.201751 1.286920 3.725169  0.023
C 2.766340 0.337470 2.860958  -0.312
O 3.174163 -0.735255 3.274340  -0.062
C 2.792724 0.725387 1.354587  -0.119
C 3.918888 1.453626 0.801351  -0.015
C 3.868388 1.820424 -0.612626  -0.077
C 2.650009 1.456886 -1.436951  -0.221
C 1.558306 0.715922 -0.823420  -0.050
C 1.580821 0.322173 0.600080  0.003
H 0.104649 3.214820 -0.711070  0.080
H 0.264149 5.121974 -0.728956  -0.233
H 2.530986 3.910850 0.603924  0.127
H 4.771620 1.716801 1.464160  0.132
H 4.707517 2.394058 -1.078212  0.092
H 2.530082 1.734425 -2.542005  -0.161
H 0.655118 0.422752 -1.400592  0.115
H 0.734572 -0.229333 1.071014  0.121
Cs 2.618447 3.503187 -3.576484  1.012
C 0.328808 -3.419206 3.995982  -1.715
Br -1.055671 -2.630905 2.903574  0.669
Br -0.141656 -3.440843 5.871786  0.665
Br 0.859507 -5.162758 3.356166  0.631
H 1.211050 -2.751509 3.933128  -0.268
F 2.553358 -1.634926 0.797444  -0.437
Be 0.097209 6.733036 -1.383437  0.473
C -0.316644 -3.201324 -0.402982  -0.073
C -1.628725 -2.627723 -0.915917  -0.399
O -1.879474 -3.075211 -2.248716  -0.070
C -2.291808 -4.344680 -2.358977  -0.644
O -2.473369 -5.111573 -1.449483  0.120
O -2.450165 -4.617221 -3.657518  0.006
C -2.791878 -5.978949 -3.923751  -0.038
H 0.497781 -2.966519 -1.093191  0.096
H -0.083293 -2.792531 0.579068  -0.028
H -0.360655 -4.288153 -0.320420  0.084
H -1.562156 -1.541655 -0.956169  0.093
H -2.474138 -2.883215 -0.237587  0.010
H -3.672229 -6.282399 -3.357732  0.098
H -1.944691 -6.625741 -3.693112  0.100
H -3.015398 -6.061148 -4.985941  0.093
Cl -4.025834 -2.101512 -1.106851  0.315
C -1.647121 -0.286710 -7.214318  -0.010
C -0.486210 0.584717 -6.756691  -0.707
O -0.070029 1.453240 -7.623448  -0.334
O -0.076691 0.363430 -5.618063  0.007
H -1.957523 -0.037338 -8.229996  0.070
H -1.351771 -1.335757 -7.190934  0.086
H -2.498337 -0.145255 -6.547374  0.084
Al -0.183800 3.551163 -8.257508  0.884
C -1.699678 3.049430 5.441612  -0.050
C -2.684908 3.054114 6.655879  -0.398
O -3.774894 3.665720 6.257518  0.048
H -1.442648 4.061041 5.124767  0.082
H -0.771604 2.546219 5.727480  0.081
H -2.114799 2.514847 4.587296  0.079
H -2.112426 3.498325 7.491386  0.121
H -2.764133 1.995491 6.966761  0.122
Br 2.018595 -1.528084 4.964009  0.877

Atoms 1-2, force components in eV/Å:
0.14 0.58 0.46
0.30 -1.48 -1.66

[2]
# C4H8N2O

The molecule C4H8N2O in a non-equilibrium geometry (ωB97M-V/def2-TZVPD, the Open Molecules 2025 dataset).

Properties
LUMO level: 0.8 eV
SMILES: C[C@@]1(C(N)=O)CN1
M: 100.121 Da
largest force on an atom: 1.633 eV/Å
energy above the lowest of the compared OMol25 structures with the same formula, charge and spin: 240.02 kJ/mol
Kohn-Sham gap: 10.2 eV
spin multiplicity: 1

Last column: Löwdin charge in e.
Cartesian coordinates (Å):
C -1.064210 -1.201071 0.081753  -0.020
C -0.215443 0.047230 0.099180  -0.557
C -0.781432 1.145979 -0.671836  -0.035
N -0.723503 1.112533 0.895935  0.079
C 1.217007 -0.014138 0.514537  -0.512
O 1.433091 0.130678 1.700338  0.069
N 2.160305 -0.166718 -0.442501  0.183
H -2.125363 -0.908920 0.069847  0.090
H -0.868587 -1.794120 -0.811912  0.083
H -0.882459 -1.797076 0.977829  0.090
H -0.163194 1.957087 -1.054643  0.102
H -1.616609 0.917822 -1.343467  0.103
H -1.376315 0.692439 1.572997  0.111
H 1.886245 -0.097216 -1.409578  0.105
H 3.120460 -0.024504 -0.178479  0.110

Atoms 1-2, force components in eV/Å:
0.12 -0.27 0.00
0.24 -0.42 0.24

[3]
# C25H32As2ClO11Os

A structure of composition C25H32As2ClO11Os in a non-equilibrium geometry (ωB97M-V/def2-TZVPD, the Open Molecules 2025 dataset).

Properties
LUMO level (spin up / spin down): -4.4 / -5.2 eV
M: 884.047 Da
charge: +1
largest force on an atom: 1.674 eV/Å
energy above the lowest of the compared OMol25 structures with the same formula, charge and spin: 304.12 kJ/mol
Kohn-Sham gap (spin up / spin down): 7.0 / 6.2 eV
⟨S²⟩: 6.026
spin multiplicity: 5

Last column: Löwdin charge in e.
Cartesian coordinates (Å):
Os 2.427397 1.123510 -0.023540  1.590
C 3.850323 4.940374 -0.066204  0.003
C 2.837989 4.000635 0.513859  -0.280
C 3.067365 3.358397 1.730776  -0.028
C 2.085640 2.567222 2.340453  -0.290
C 2.345291 1.888692 3.656253  -0.017
C 0.845303 2.436131 1.695309  -0.083
C 0.596366 3.049509 0.454143  -0.328
C -0.748972 2.931578 -0.200015  -0.032
C 1.617560 3.793808 -0.136263  -0.043
H 4.445801 4.458510 -0.848653  0.069
H 4.521874 5.320883 0.699858  0.098
H 3.353862 5.783561 -0.545500  0.101
H 4.027153 3.481899 2.217095  0.139
H 2.734736 0.880291 3.500586  0.092
H 1.425760 1.801250 4.232629  0.092
H 3.080864 2.439673 4.239071  0.091
H 0.033470 1.898438 2.161883  0.091
H -0.779869 2.061572 -0.856140  0.031
H -0.965559 3.815567 -0.797636  0.098
H -1.529217 2.801906 0.548761  0.101
H 1.447747 4.273664 -1.092559  0.141
O 2.868089 -0.549674 0.021742  -0.475
C 1.291856 -5.049510 -2.682200  -0.019
O 0.510742 -3.853444 -2.532544  -0.088
C 0.811211 -3.105215 -1.466317  -0.552
O 1.715434 -3.352110 -0.710160  0.100
C -0.040670 -1.874222 -1.419408  -0.290
C -1.242774 -1.825765 -2.026500  -0.307
As -2.314501 -3.327350 -1.406304  1.375
C -4.002019 -3.246113 -2.393327  -0.272
C -2.623868 -2.194030 0.187594  -0.224
C -1.770484 -1.296153 0.752023  -0.207
As 0.015227 -0.632981 0.094321  1.321
C 0.864686 -1.778315 1.468335  -0.241
C -1.937069 -0.671355 2.086389  -0.531
O -1.260596 0.303350 2.388373  0.014
O -2.724224 -1.304372 2.929638  -0.013
C -2.876534 -0.715896 4.232804  0.004
C -3.994451 -2.391295 0.732529  -0.543
O -4.722259 -1.510459 1.106254  0.147
O -4.348953 -3.684316 0.653361  -0.087
C -5.698988 -3.981184 1.044828  -0.017
C -1.955932 -0.541370 -2.325839  -0.543
O -3.151357 -0.395439 -2.330801  0.109
O -1.099374 0.430465 -2.686501  -0.082
C -1.719734 1.604557 -3.236680  -0.035
H 0.925415 -5.522751 -3.587204  0.097
H 1.151481 -5.697398 -1.818487  0.101
H 2.345969 -4.795206 -2.773386  0.100
H -3.722216 -3.263739 -3.446962  0.039
H -4.545206 -2.330108 -2.181704  0.028
H -4.574725 -4.135713 -2.146136  0.025
H 0.380054 -2.752003 1.451058  0.054
H 0.672346 -1.284452 2.419755  0.035
H 1.921717 -1.900839 1.284571  0.003
H -3.562977 -1.366516 4.763511  0.102
H -3.289902 0.286142 4.138683  0.105
H -1.912409 -0.672822 4.735985  0.099
H -5.808831 -5.054318 0.926872  0.099
H -6.398690 -3.442958 0.407314  0.102
H -5.859460 -3.688564 2.080576  0.100
H -0.903506 2.275543 -3.486845  0.099
H -2.398523 2.054869 -2.514157  0.093
H -2.281906 1.335075 -4.129029  0.106
Cl 5.643754 3.108149 -3.528369  0.646
C 5.800594 2.424116 -1.914774  -0.503
C 4.487543 1.994332 -1.321298  -0.725
O 3.401882 2.025384 -1.941228  -0.066
O 4.504262 1.532573 -0.129722  -0.108
H 6.259001 3.156623 -1.252840  0.089
H 6.450024 1.549711 -1.941987  0.103

Atoms 1-2, force components in eV/Å:
-0.57 0.55 -0.32
0.05 -0.08 -0.23

[4]
# C19H9Br2Cl5IN4O5SW

A structure of composition C19H9Br2Cl5IN4O5SW in a non-equilibrium geometry (ωB97M-V/def2-TZVPD, the Open Molecules 2025 dataset).

Properties
LUMO level (spin up / spin down): -4.4 / -4.4 eV
M: 1053.188 Da
charge: +1
largest force on an atom: 1.342 eV/Å
energy above the lowest of the compared OMol25 structures with the same formula, charge and spin: 0.00 kJ/mol
Kohn-Sham gap (spin up / spin down): 6.6 / 6.6 eV
spin multiplicity: 1

Last column: Löwdin charge in e.
Cartesian coordinates (Å):
W -0.601898 -0.006673 -0.104614  1.718
O -1.911160 0.193504 2.935287  -0.241
S -2.180265 1.028059 1.813265  0.420
O -3.166445 2.043462 1.874941  -0.226
O -0.840284 1.553138 1.188173  -0.464
O -2.459643 0.057070 0.539736  -0.451
Cl 1.879787 -2.690415 6.348418  0.732
C 1.392985 -2.319861 4.750738  -0.692
C 1.918553 -1.202257 4.101646  -0.684
Cl 3.051909 -0.197516 4.898736  0.737
C 1.517740 -0.899461 2.802930  -0.589
Cl 2.138618 0.487651 1.997187  0.786
C 0.600021 -1.712870 2.151588  -0.394
O 0.176591 -1.449492 0.885175  -0.328
C 0.083227 -2.829500 2.794955  -0.583
Cl -1.052867 -3.816379 1.957226  0.787
C 0.472314 -3.136011 4.093856  -0.686
Cl -0.181656 -4.508881 4.877938  0.737
Br 4.830169 0.195258 -4.252706  0.859
C 3.380327 0.160178 -3.078378  -0.667
C 3.380117 -0.689243 -1.982326  -0.063
C 2.290509 -0.679963 -1.140344  -0.112
N 1.226181 0.118744 -1.334454  -0.046
C 1.226988 0.933631 -2.409908  -0.181
C 2.286688 0.982226 -3.297220  -0.031
C 0.013551 1.758096 -2.556934  -0.184
C -0.154718 2.713127 -3.541358  -0.029
C -1.329874 3.452099 -3.559144  -0.662
Br -1.592270 4.748630 -4.875088  0.865
C -2.295543 3.227837 -2.589222  -0.053
C -2.060608 2.258900 -1.637330  -0.065
N -0.934601 1.523343 -1.628817  -0.048
H 4.211539 -1.347701 -1.778357  0.121
H 2.255951 -1.324200 -0.275674  0.100
H 2.269966 1.642789 -4.149937  0.112
H 0.610227 2.898742 -4.278844  0.112
H -3.213575 3.795717 -2.558392  0.124
H -2.781354 2.057259 -0.855896  0.114
I -3.130578 -3.232315 -4.935929  0.943
C -2.165639 -2.749624 -3.192125  -0.763
C -1.692169 -3.609530 -2.222059  -0.100
N -1.120758 -2.861515 -1.269019  0.024
N -1.207745 -1.551935 -1.560245  -0.114
C -1.840454 -1.472360 -2.729846  -0.160
H -1.723515 -4.683387 -2.148105  0.137
H -0.793791 -3.133746 -0.347475  0.072
H -2.037546 -0.517725 -3.189347  0.114

Atoms 1-2, force components in eV/Å:
-0.39 -1.16 0.55
-0.03 0.03 0.04

What E values result from the calculations? In sequence: -345554.1575, -9303.9056, -185621.8754, -259501.6364 eV.